A molecular structure, C7H12O in a non-equilibrium geometry, computed with wB97M-V/def2-TZVPD.

Values from the calculation:
Kohn-Sham gap = 9.38 eV
E_HOMO = -8.50 eV
F_max = 0.1424 Eh/bohr
Energy above the lowest of the compared OMol25 structures with the same formula, charge and spin = 86.1 kcal/mol
Lowest unoccupied orbital energy = 0.9 eV
DFT total energy = -9497.0857 eV

ORCA input file:
```
! wB97M-V def2-TZVPD RIJCOSX def2/J DEFGRID3
* xyz 0 1
C -0.38 0.20 0.18
C 0.51 0.12 -0.96
C -0.06 -0.57 1.44
C 1.94 1.03 -0.26
C -1.63 -0.83 -0.83
C 3.08 0.42 0.04
C -2.93 -0.59 -0.72
O -0.91 1.44 0.39
H -1.57 1.40 1.09
H 0.94 -0.85 -1.17
H 0.24 0.74 -1.81
H 1.85 2.11 -0.20
H -1.32 -1.72 -1.38
H 0.49 -1.49 1.22
H -0.98 -0.83 1.96
H 0.55 0.04 2.11
H 3.20 -0.66 -0.03
H 3.99 0.97 0.29
H -3.31 0.27 -0.16
H -3.68 -1.21 -1.20
*
```